Record 1
Density functional theory data (the ωB97M-V functional and the def2-TZVPD basis) for a structure of composition C21H48N11O2Re.

Structure (XYZ):
```
83
Properties=species:S:1:pos:R:3:lowdin_spin:R:1
Re -0.09 -0.42 0.05 0.778
C -3.42 1.22 2.50 0.001
N -3.85 0.91 1.15 0.006
C -5.25 1.26 0.85 0.000
C -3.04 0.39 0.23 0.009
N -2.01 -0.44 0.64 0.023
C -2.39 -1.47 1.64 0.004
C -1.49 -2.66 1.41 0.001
N -0.07 -2.19 1.34 0.004
C 0.50 -1.86 2.69 0.003
C 0.42 -0.38 2.98 0.004
N 0.64 0.38 1.73 0.006
C 1.24 1.60 1.75 0.003
N 1.38 2.34 2.84 0.003
C 0.47 2.37 4.00 0.000
C 2.45 3.35 2.96 0.000
N 1.66 2.06 0.50 0.010
C 1.05 3.33 0.06 0.001
C 3.05 1.87 0.09 0.000
C 0.77 -3.23 0.68 0.003
C 1.95 -2.51 0.05 0.007
N 1.37 -1.46 -0.84 0.000
C 1.81 -1.51 -2.15 0.002
N 3.11 -1.76 -2.38 -0.001
C 4.17 -1.34 -1.48 0.000
C 3.58 -2.48 -3.57 0.000
N 0.96 -1.35 -3.16 0.001
C -0.41 -1.86 -3.14 0.000
C 1.37 -0.82 -4.47 0.000
N -3.17 0.69 -1.07 0.003
C -3.14 -0.35 -2.10 0.000
C -3.71 1.97 -1.52 0.001
H -3.77 2.22 2.76 0.000
H -2.33 1.22 2.55 0.001
H -3.83 0.52 3.23 0.000
H -5.86 0.89 1.67 0.000
H -5.57 0.78 -0.07 0.000
H -5.38 2.34 0.77 0.000
H -3.43 -1.77 1.51 0.000
H -2.30 -1.09 2.66 0.001
H -1.72 -3.09 0.44 0.000
H -1.61 -3.43 2.18 0.000
H 1.53 -2.19 2.72 0.000
H -0.04 -2.43 3.46 0.000
H 1.17 -0.12 3.72 0.000
H -0.56 -0.12 3.39 0.000
H -0.50 1.96 3.74 0.000
H 0.34 3.41 4.27 0.000
H 0.89 1.85 4.86 0.000
H 3.37 3.00 2.50 0.000
H 2.64 3.49 4.02 0.000
H 2.15 4.31 2.54 0.000
H -0.03 3.26 0.16 0.000
H 1.29 3.46 -0.99 0.000
H 1.41 4.20 0.60 0.000
H 3.53 1.11 0.72 0.000
H 3.62 2.79 0.17 0.000
H 3.08 1.54 -0.95 0.000
H 0.18 -3.69 -0.10 0.000
H 1.06 -4.00 1.40 0.000
H 2.57 -3.21 -0.50 0.000
H 2.58 -2.04 0.81 0.000
H 3.76 -0.81 -0.63 0.000
H 4.86 -0.69 -2.01 0.000
H 4.73 -2.21 -1.12 0.000
H 2.77 -3.03 -4.03 0.000
H 4.33 -3.20 -3.23 0.000
H 4.05 -1.82 -4.30 0.000
H -0.64 -2.27 -2.16 0.000
H -0.51 -2.65 -3.88 0.000
H -1.10 -1.05 -3.38 0.000
H 2.29 -0.26 -4.37 0.000
H 0.58 -0.15 -4.82 0.000
H 1.49 -1.62 -5.21 0.000
H -2.63 -1.23 -1.72 0.000
H -2.61 0.03 -2.97 0.000
H -4.16 -0.61 -2.37 0.000
H -3.64 2.71 -0.73 0.000
H -4.75 1.89 -1.86 0.000
H -3.11 2.30 -2.37 0.000
O -0.17 1.62 -3.41 0.038
N 0.39 1.53 -2.41 0.001
O -0.34 0.71 -1.51 0.081
```

Calculated values
- <S²>: 0.76
- 2S+1: 2
- Maximum force: 0.017 Eh/bohr
- Gap between HOMO and LUMO (alpha / beta): 7.56 / 6.89 eV
- Net charge: +3

***

Record 2
Density functional theory data (the ωB97M-V functional and the def2-TZVPD basis) for a structure of composition C21H49ClN4O3PtSSbSi3.

Structure (XYZ):
```
84
Properties=species:S:1:pos:R:3:lowdin_spin:R:1
Pt -1.10 0.86 0.49 0.853
C 0.34 -0.11 4.45 0.049
N -0.84 0.35 3.60 0.133
C -0.87 0.62 2.37 0.675
N 2.25 2.69 4.42 0.001
C 1.98 1.59 5.35 0.003
N 0.71 0.91 5.37 0.013
C -0.39 1.36 6.19 0.001
N -1.54 1.79 5.41 0.016
C -1.98 0.77 4.54 0.053
C -1.44 3.12 4.83 0.006
H 1.15 -0.42 3.80 0.004
H -0.06 -0.98 4.98 0.003
H -0.64 3.22 4.08 0.004
H 3.43 1.38 2.86 0.005
H 2.09 2.07 6.33 0.000
H 2.78 0.84 5.29 0.000
H -0.05 2.17 6.83 0.000
H -0.73 0.53 6.83 0.000
H -2.80 1.10 3.90 0.005
H -2.26 -0.12 5.10 0.005
H -1.26 3.84 5.63 0.000
H -2.40 3.37 4.37 0.001
C -2.75 6.82 2.90 0.011
Si -0.96 6.99 2.61 0.035
C -0.32 8.03 1.25 0.006
C 0.23 6.30 3.79 0.006
Sb -1.13 3.41 0.21 1.497
Si -2.24 4.74 -1.82 0.230
C -1.45 6.39 -2.12 0.024
C -1.90 3.51 -3.18 0.062
C -4.03 4.83 -1.33 0.049
Si 2.87 -0.52 -3.44 0.000
C 3.49 -1.95 -4.40 0.000
C 1.07 -0.21 -3.32 0.001
C 4.01 0.92 -3.23 0.000
H -3.01 7.54 3.69 0.001
H -3.01 5.83 3.27 0.002
H -3.35 7.07 2.02 0.000
H 0.19 8.89 1.70 0.001
H -1.09 8.40 0.58 0.000
H 0.44 7.49 0.68 0.001
H -0.23 6.11 4.76 0.000
H 1.08 6.97 3.92 0.001
H 0.62 5.34 3.42 0.002
H -0.40 6.43 -1.81 0.003
H -2.00 7.20 -1.62 0.000
H -1.47 6.60 -3.19 0.004
H -0.89 3.62 -3.57 0.001
H -2.60 3.70 -4.00 0.009
H -2.04 2.48 -2.86 0.007
H -4.19 5.50 -0.48 0.001
H -4.44 3.85 -1.09 0.004
H -4.60 5.23 -2.18 0.008
H 4.25 -2.53 -3.86 0.000
H 4.00 -1.59 -5.30 0.000
H 2.69 -2.63 -4.71 0.000
H 0.75 0.05 -2.30 0.002
H 0.50 -1.09 -3.64 0.000
H 0.79 0.63 -3.96 0.000
H 4.48 0.90 -2.24 0.000
H 3.48 1.86 -3.33 0.000
H 4.81 0.90 -3.97 0.000
Cl 2.26 2.13 2.93 0.018
C 2.32 3.45 1.90 0.041
C 3.79 -2.17 -1.11 0.000
O 4.46 -2.97 -0.66 0.000
O 3.09 -1.32 -1.55 0.000
H 3.12 4.11 2.22 0.001
H 2.36 3.04 0.90 0.006
O -1.70 -0.35 -1.18 0.112
S -3.23 -0.39 -1.46 0.012
C -3.90 -1.55 -0.23 0.005
C -4.37 -2.80 -0.97 0.000
C -3.44 -2.96 -2.17 0.000
C -3.38 -1.58 -2.81 0.000
H -4.68 -1.05 0.34 0.000
H -3.05 -1.75 0.42 0.003
H -5.40 -2.68 -1.32 0.000
H -4.35 -3.67 -0.31 0.000
H -3.80 -3.70 -2.88 0.000
H -2.44 -3.27 -1.85 0.000
H -4.32 -1.33 -3.32 0.000
H -2.55 -1.39 -3.49 0.000
```

Calculated values
- <S²>: 6.02
- 2S+1: 5
- Maximum force: 0.017 Eh/bohr
- Gap between HOMO and LUMO (alpha / beta): 5.51 / 6.05 eV
- Net charge: +3

***

Record 3
Density functional theory data (the ωB97M-V functional and the def2-TZVPD basis) for a structure of composition C21H49GeIrN2S2Si5Te.

Structure (XYZ):
```
82
Properties=species:S:1:pos:R:3:lowdin_spin:R:1
Ir 1.38 -0.12 -1.67 0.001
S 1.37 -2.25 -1.81 0.026
C 0.31 -2.16 1.32 0.163
C 1.62 -1.99 1.54 0.101
N 2.76 -1.72 1.68 0.114
C -0.55 -3.06 2.00 0.253
S -2.19 -1.69 -0.94 -0.005
C -1.85 -2.69 2.19 0.096
N -2.95 -2.35 2.39 0.137
C 1.45 -5.21 1.42 0.000
Si -0.12 -4.89 2.37 0.027
C 0.09 -5.11 4.21 0.004
C -1.57 -5.85 1.70 0.014
Ge -0.24 -1.28 -0.41 0.017
Si -4.52 -1.44 2.42 0.014
C -5.72 -2.50 1.51 0.004
C -4.15 0.18 1.60 0.000
C -4.90 -1.24 4.23 0.004
Si 3.83 -0.30 1.96 0.013
C 4.02 -0.01 3.78 0.003
C 5.44 -0.65 1.12 0.001
C 2.84 1.03 1.10 0.002
H 1.75 -6.26 1.50 0.000
H 2.29 -4.61 1.78 0.000
H 1.31 -4.99 0.36 0.000
H 0.35 -6.14 4.46 0.000
H -0.83 -4.86 4.73 0.000
H 0.89 -4.47 4.59 0.000
H -1.42 -6.92 1.79 0.002
H -1.72 -5.61 0.64 0.000
H -2.49 -5.60 2.24 0.000
H -5.44 -2.57 0.46 0.000
H -6.73 -2.07 1.57 0.001
H -5.76 -3.51 1.92 0.000
H -3.99 0.04 0.53 0.000
H -3.27 0.66 2.03 0.000
H -5.00 0.85 1.75 0.000
H -4.93 -2.20 4.74 0.000
H -5.87 -0.76 4.36 0.001
H -4.15 -0.62 4.72 0.000
H 4.50 -0.86 4.28 0.000
H 3.06 0.16 4.26 0.000
H 4.65 0.86 3.94 0.001
H 5.86 -1.60 1.45 0.000
H 6.16 0.13 1.35 0.000
H 5.31 -0.69 0.03 0.000
H 1.88 1.17 1.59 0.000
H 2.66 0.61 0.09 0.000
H 3.35 2.00 1.03 0.000
C 3.42 0.65 -3.79 0.000
Si 2.80 2.41 -3.97 0.000
C 3.16 3.34 -2.39 0.000
C 3.62 3.20 -5.45 0.000
C 0.94 2.43 -4.29 0.001
Te -0.28 1.28 -2.97 0.003
C -0.57 2.84 -1.55 0.000
Si -2.15 3.85 -1.85 0.000
C -2.29 4.26 -3.67 0.000
C -3.58 2.78 -1.29 0.000
C -2.02 5.41 -0.83 0.000
H 4.50 0.64 -3.65 0.000
H 3.17 0.02 -4.65 0.000
H 3.01 0.14 -2.90 0.000
H 4.24 3.40 -2.22 0.000
H 2.73 2.83 -1.52 0.000
H 2.77 4.36 -2.41 0.000
H 4.71 3.23 -5.31 0.000
H 3.28 4.22 -5.61 0.000
H 3.42 2.63 -6.35 0.000
H 0.72 2.07 -5.29 0.000
H 0.53 3.44 -4.22 0.000
H 0.34 3.44 -1.56 0.000
H -0.63 2.33 -0.58 0.000
H -2.33 3.37 -4.30 0.000
H -1.46 4.89 -4.01 0.000
H -3.21 4.82 -3.85 0.000
H -3.49 1.76 -1.68 0.000
H -4.53 3.18 -1.63 0.000
H -3.61 2.72 -0.20 0.000
H -1.16 6.01 -1.15 0.000
H -1.89 5.18 0.23 0.000
H -2.91 6.02 -0.93 0.000
```

Calculated values
- <S²>: 0.76
- 2S+1: 2
- Maximum force: 0.019 Eh/bohr
- Gap between HOMO and LUMO (alpha / beta): 6.04 / 6.18 eV
- Net charge: +1

***

Record 4
Density functional theory data (the ωB97M-V functional and the def2-TZVPD basis) for a cluster of 8 separate species, C21H49N8O10 in total in a non-equilibrium geometry.

Structure (XYZ):
```
88
Properties=species:S:1:pos:R:3:lowdin_charge:R:1
N -0.18 1.00 -0.49 -0.746
O -0.20 0.62 0.71 -0.106
O -1.24 1.14 -1.01 -0.096
O 0.82 1.31 -1.05 -0.048
C 2.86 1.70 9.35 -0.014
C 2.13 1.17 8.19 -0.565
O 2.49 1.36 7.01 0.027
N 0.90 0.64 8.43 -0.010
C 0.15 -0.09 7.38 -0.054
H 2.92 2.76 9.08 0.097
H 3.80 1.17 9.52 0.088
H 2.33 1.49 10.27 0.069
H 0.68 0.35 9.37 0.119
H -0.88 0.05 7.69 0.070
H 0.32 -1.16 7.54 0.079
H 0.21 0.30 6.36 0.095
C -2.78 4.49 -5.10 -0.001
C -2.10 3.71 -6.29 -0.552
O -2.58 3.81 -7.39 0.036
N -1.07 2.93 -5.93 0.000
C -0.32 2.19 -6.91 -0.082
H -2.28 4.41 -4.14 0.066
H -3.78 4.07 -4.99 0.069
H -2.99 5.54 -5.31 0.069
H -0.79 2.81 -4.97 0.141
H 0.13 2.69 -7.77 0.083
H -0.82 1.31 -7.33 0.083
H 0.48 1.96 -6.21 0.087
C 0.74 -4.84 3.78 -0.008
C 2.17 -4.53 4.25 -0.548
O 2.73 -3.50 3.94 0.064
N 2.72 -5.51 5.02 -0.016
C 4.06 -5.44 5.56 -0.085
H 0.75 -5.65 3.05 0.076
H 0.07 -4.01 3.55 0.086
H 0.19 -5.24 4.63 0.061
H 2.14 -6.30 5.26 0.126
H 4.13 -4.56 6.20 0.084
H 4.79 -5.30 4.76 0.082
H 4.44 -6.31 6.10 0.077
C -6.52 1.07 -2.46 0.006
C -6.40 -0.21 -3.31 -0.522
O -7.37 -0.91 -3.62 0.014
N -5.17 -0.53 -3.84 0.000
C -4.94 -1.62 -4.80 -0.076
H -6.62 0.88 -1.40 0.075
H -7.29 1.78 -2.78 0.079
H -5.54 1.55 -2.58 0.064
H -4.36 -0.12 -3.39 0.126
H -3.91 -1.91 -4.64 0.079
H -5.14 -1.28 -5.82 0.079
H -5.46 -2.58 -4.73 0.076
C 2.58 -4.01 -1.67 -0.008
C 4.09 -3.93 -1.34 -0.527
O 4.44 -3.04 -0.55 0.034
N 4.95 -4.74 -2.03 -0.017
C 6.37 -4.76 -1.68 -0.069
H 2.17 -3.64 -0.73 0.082
H 2.16 -5.01 -1.78 0.062
H 2.29 -3.38 -2.51 0.082
H 4.51 -5.46 -2.58 0.125
H 6.61 -4.50 -0.65 0.087
H 7.02 -4.30 -2.43 0.077
H 6.41 -5.84 -1.76 0.073
C -4.86 -0.57 2.70 0.001
C -4.92 -2.02 2.12 -0.596
O -5.22 -2.89 2.86 0.064
N -4.42 -2.13 0.90 0.009
C -4.09 -3.39 0.24 -0.061
H -5.79 -0.01 2.74 0.065
H -4.31 0.00 1.95 0.063
H -4.40 -0.43 3.68 0.078
H -4.24 -1.32 0.31 0.133
H -4.93 -3.82 -0.31 0.078
H -3.67 -4.12 0.94 0.082
H -3.27 -3.14 -0.43 0.083
C 4.38 8.22 -2.12 -0.001
C 3.63 6.88 -2.11 -0.562
O 3.63 6.12 -1.18 0.050
N 2.97 6.42 -3.16 -0.004
C 2.84 7.05 -4.44 -0.101
H 3.85 9.09 -2.50 0.071
H 5.32 8.19 -2.67 0.076
H 4.74 8.46 -1.12 0.078
H 2.39 5.59 -3.16 0.151
H 2.20 7.92 -4.30 0.077
H 2.35 6.38 -5.14 0.085
H 3.78 7.43 -4.85 0.079
```

Calculated values
- 2S+1: 1
- Maximum force: 0.109 Eh/bohr
- Gap between HOMO and LUMO: 6.34 eV
- Net charge: -1

***

Record 5
Density functional theory data (the ωB97M-V functional and the def2-TZVPD basis) for a cluster of 5 separate species, C21H49NO15P3S4 in total in a non-equilibrium geometry.

Structure (XYZ):
```
93
Properties=species:S:1:pos:R:3:lowdin_charge:R:1
C 1.57 6.00 -2.00 -0.135
C 0.62 6.11 -0.79 -0.391
P -1.00 6.95 -0.95 1.063
C -0.83 8.26 -2.23 -0.396
C -1.78 8.13 -3.42 -0.135
N -1.97 5.67 -1.80 -0.189
C -3.18 5.40 -1.29 -0.080
C -3.98 4.43 -1.83 0.002
C -3.51 3.70 -2.92 0.003
C -2.25 3.99 -3.45 -0.415
P -1.49 3.11 -4.85 0.900
P -3.13 2.15 -5.90 0.226
O -4.12 1.52 -5.03 -0.290
O -3.76 3.32 -6.77 -0.148
O -2.38 1.16 -6.89 -0.140
C -1.52 4.99 -2.87 -0.129
H 1.45 6.81 -2.72 0.054
H 2.60 5.96 -1.67 0.081
H 1.40 5.06 -2.53 0.063
H 1.10 6.63 0.04 0.075
H 0.37 5.10 -0.46 0.081
H -1.05 9.19 -1.70 0.073
H 0.19 8.34 -2.58 0.067
H -1.50 7.30 -4.07 0.060
H -2.82 8.00 -3.10 0.072
H -1.74 9.04 -4.02 0.083
H -3.48 5.97 -0.42 0.120
H -4.95 4.25 -1.40 0.130
H -4.11 2.91 -3.36 0.097
H -0.84 2.03 -4.23 -0.064
H -3.26 3.56 -7.56 0.087
H -1.63 1.55 -7.36 0.083
H -0.54 5.26 -3.25 0.099
O 0.66 0.76 0.11 -0.284
S 1.09 -0.08 -0.97 0.557
O 1.08 0.45 -2.30 -0.307
O 0.26 -1.43 -0.94 -0.272
C -1.20 -1.34 -0.95 -0.225
C -1.73 -0.94 -2.30 -0.073
C 2.66 -0.77 -0.63 -0.110
H -1.51 -0.66 -0.16 0.114
H -1.53 -2.34 -0.68 0.122
H -1.43 0.07 -2.56 0.047
H -2.82 -0.98 -2.31 0.090
H -1.36 -1.61 -3.07 0.064
H 2.67 -1.21 0.37 0.052
H 3.38 0.04 -0.70 0.084
H 2.88 -1.53 -1.39 0.070
O -0.40 -5.34 -1.25 -0.265
S -0.20 -4.90 -2.59 0.563
O -1.14 -3.97 -3.16 -0.281
O -0.06 -6.16 -3.54 -0.260
C -1.10 -7.16 -3.49 -0.238
C -2.38 -6.73 -4.17 -0.071
C 1.42 -4.26 -2.79 -0.106
H -1.27 -7.45 -2.45 0.116
H -0.66 -8.02 -4.01 0.123
H -2.85 -5.90 -3.64 0.070
H -3.08 -7.56 -4.19 0.084
H -2.19 -6.40 -5.19 0.085
H 2.13 -4.97 -2.38 0.082
H 1.44 -3.32 -2.25 0.048
H 1.60 -4.09 -3.85 0.081
O 3.30 -4.12 3.14 -0.266
S 3.75 -2.78 3.35 0.574
O 3.96 -1.93 2.21 -0.297
O 5.08 -2.83 4.22 -0.261
C 6.17 -3.67 3.75 -0.243
C 6.89 -3.10 2.55 -0.073
C 2.74 -1.97 4.53 -0.129
H 5.78 -4.67 3.55 0.116
H 6.83 -3.73 4.61 0.122
H 6.25 -3.06 1.67 0.068
H 7.75 -3.73 2.32 0.083
H 7.24 -2.08 2.76 0.085
H 2.61 -2.61 5.39 0.060
H 1.78 -1.79 4.05 0.080
H 3.21 -1.03 4.80 0.081
O 0.69 -1.96 6.80 -0.287
S 0.04 -2.28 8.04 0.571
O -0.22 -3.64 8.36 -0.263
O -1.30 -1.43 8.12 -0.262
C -2.24 -1.54 7.03 -0.245
C -2.99 -2.86 7.01 -0.071
C 0.88 -1.51 9.37 -0.117
H -1.71 -1.37 6.09 0.112
H -2.92 -0.71 7.18 0.121
H -2.33 -3.70 6.82 0.072
H -3.75 -2.83 6.23 0.083
H -3.48 -3.03 7.97 0.087
H 1.06 -0.47 9.13 0.076
H 1.82 -2.04 9.49 0.079
H 0.27 -1.61 10.27 0.078
```

Calculated values
- 2S+1: 1
- Maximum force: 0.029 Eh/bohr
- Gap between HOMO and LUMO: 8.21 eV
- Net charge: +1